Density functional theory data (the ωB97M-V functional and the def2-TZVPD basis) for C30H28I2N5O2SbTi as an isolated structure.

Summary:
Net charge: +1
Spin multiplicity: 2
Energy relative to the best compared isomer or geometry (same formula, charge and spin) (kcal/mol): 0.0
LUMO energy (spin up / spin down) (eV): -2.72 / -2.70
Highest occupied orbital energy (spin up / spin down) (eV): -10.078 / -10.109
Calculated total energy (Ha): -3269.30549

CARTESIAN COORDINATES (ANGSTROEM)
1 Ti 0.21 0.69 -0.01
2 C -2.03 2.56 1.59
3 C -2.70 1.32 1.08
4 C -3.98 1.02 1.52
5 C -4.61 -0.12 1.07
6 C -3.95 -0.91 0.15
7 C -2.68 -0.56 -0.28
8 N -2.04 0.52 0.21
9 Sb -1.91 -1.88 -1.80
10 C -0.59 -0.55 -2.87
11 C -0.64 -0.70 -4.25
12 C 0.26 -0.01 -5.05
13 C 1.21 0.78 -4.43
14 C 1.22 0.89 -3.04
15 C 2.30 1.70 -2.39
16 N 0.31 0.26 -2.28
17 C -0.50 -2.89 -0.55
18 C 0.69 -3.40 -1.02
19 C 1.44 -4.21 -0.17
20 C 0.97 -4.45 1.10
21 C -0.24 -3.90 1.50
22 C -0.79 -4.15 2.88
23 N -0.97 -3.13 0.68
24 H -2.50 2.90 2.51
25 H -0.97 2.40 1.78
26 H -2.11 3.36 0.84
27 H -4.47 1.68 2.23
28 H -5.60 -0.38 1.42
29 H -4.43 -1.80 -0.26
30 H -1.38 -1.36 -4.69
31 H 0.24 -0.10 -6.12
32 H 1.96 1.30 -5.00
33 H 3.27 1.35 -2.73
34 H 2.21 2.75 -2.68
35 H 2.29 1.62 -1.31
36 H 1.05 -3.16 -2.02
37 H 2.38 -4.63 -0.50
38 H 1.52 -5.08 1.79
39 H -1.02 -5.21 3.01
40 H -0.06 -3.87 3.64
41 H -1.70 -3.57 3.03
42 I 4.58 -1.77 -0.80
43 C 3.45 -1.67 0.94
44 C 3.94 -2.23 2.14
45 C 3.20 -2.18 3.29
46 I 3.98 -3.08 5.01
47 C 1.94 -1.53 3.31
48 C 1.10 -1.39 4.44
49 C -0.11 -0.76 4.31
50 C -0.48 -0.25 3.06
51 N 0.28 -0.33 2.00
52 C 1.47 -0.98 2.11
53 C 2.21 -1.08 0.89
54 O 1.64 -0.62 -0.20
55 H 4.91 -2.71 2.13
56 H 1.41 -1.80 5.39
57 H -0.77 -0.66 5.16
58 H -1.44 0.25 2.95
59 N -0.01 4.75 -1.34
60 C 0.26 3.61 -0.69
61 O -0.35 2.57 -0.97
62 C 1.32 3.60 0.38
63 C 1.41 2.21 1.00
64 H -0.71 4.75 -2.06
65 H 0.47 5.60 -1.12
66 H 1.07 4.39 1.10
67 H 2.26 3.92 -0.08
68 H 1.14 2.24 2.06
69 H 2.43 1.83 0.97

***

Density functional theory data (the ωB97M-V functional and the def2-TZVPD basis) for a 2-piece molecular cluster, C8H16NO overall.

Summary:
Net charge: +1
Spin multiplicity: 1
Energy relative to the best compared isomer or geometry (same formula, charge and spin) (kcal/mol): 113.8
LUMO energy (eV): -3.33
Highest occupied orbital energy (eV): -12.566
Calculated total energy (Ha): -444.00353

CARTESIAN COORDINATES (ANGSTROEM)
1 C -2.39 -0.89 -1.55
2 C -2.43 -0.36 -0.36
3 C 2.24 -1.66 -0.58
4 C 0.72 -0.40 1.92
5 C 1.27 1.84 -0.95
6 C 0.80 -1.13 -0.48
7 C -2.18 0.12 0.85
8 C 0.74 -0.03 0.58
9 N -1.75 1.52 1.13
10 O 0.80 1.38 0.29
11 H -1.38 -1.30 -1.83
12 H 3.03 -0.95 -1.06
13 H 2.27 -2.48 -1.17
14 H 2.67 -1.70 0.45
15 H 0.38 -1.37 2.22
16 H 0.85 0.29 2.73
17 H -3.30 -1.02 -2.14
18 H 0.24 1.69 -1.56
19 H 2.10 1.36 -1.46
20 H 1.45 2.90 -0.90
21 H 0.50 -0.69 -1.46
22 H 0.33 -2.08 -0.28
23 H -2.18 -0.40 1.79
24 H -0.68 1.51 1.01
25 H -1.92 1.64 2.20
26 H -2.19 2.19 0.61

***

Density functional theory data (the ωB97M-V functional and the def2-TZVPD basis) for a 2-piece molecular cluster, C2H8S2 overall.

Summary:
Net charge: 0
Spin multiplicity: 1
Energy relative to the best compared isomer or geometry (same formula, charge and spin) (kcal/mol): 46.0
LUMO energy (eV): -0.88
Highest occupied orbital energy (eV): -8.795
SMILES: CSS.C
Calculated total energy (Ha): -877.28540

CARTESIAN COORDINATES (ANGSTROEM)
1 C -1.26 -1.58 1.61
2 S -0.38 -0.27 0.59
3 S 0.05 1.73 0.02
4 H -1.27 -2.36 0.86
5 H -0.59 -1.77 2.45
6 H -2.27 -1.34 1.92
7 H 1.03 1.82 0.93
8 C 1.56 -1.09 -2.50
9 H 1.04 -1.35 -1.58
10 H 2.27 -1.85 -2.80
11 H 0.99 -0.96 -3.43
12 H 2.07 -0.13 -2.36

***

Density functional theory data (the ωB97M-V functional and the def2-TZVPD basis) for a 2-piece molecular cluster, CN5O2 overall.

Summary:
Net charge: +1
Spin multiplicity: 1
Energy relative to the best compared isomer or geometry (same formula, charge and spin) (kcal/mol): 0.0
LUMO energy (eV): -9.87
Highest occupied orbital energy (eV): -14.113
Calculated total energy (Ha): -461.84757

CARTESIAN COORDINATES (ANGSTROEM)
1 C -0.38 -0.35 0.08
2 N -1.02 0.72 -0.66
3 N -1.59 -0.99 0.67
4 N -2.20 0.83 -0.43
5 N -2.60 -0.42 0.40
6 N 3.42 0.94 -0.14
7 O 3.61 -0.11 -0.10
8 O 0.77 -0.62 0.18